w) 15 unconnected molecules or ions with the total composition H31O15. Source: the OMol25 dataset; level of theory: wB97M-V/def2-TZVPD.

Results
Kohn-Sham gap = 10.08 eV
Molar mass = 271.23 g mol⁻¹
Charge = +1
HOMO level = -13.08 eV

Last column: Mulliken charge in e.
Positions of all 46 atoms, in Å:
O1 1.30 1.96 2.17  -0.621
H1 -1.42 3.46 -2.43  0.336
H2 1.40 1.92 1.22  0.317
O2 -1.99 -0.58 -0.49  -0.515
H3 -4.25 -1.17 0.89  0.337
H4 -1.05 -0.42 -0.43  0.240
O3 -1.49 2.44 -0.10  -0.557
H5 0.18 2.48 -1.92  0.399
H6 1.83 -0.78 2.92  0.379
O4 -1.21 -3.99 0.34  -0.605
H7 3.46 2.17 0.63  0.292
H8 -1.21 -4.94 0.47  0.298
O5 0.06 -0.42 2.98  -0.671
H9 -0.01 -0.65 3.91  0.307
H10 0.19 0.54 2.89  0.362
O6 -0.67 2.98 -2.78  -0.496
H11 -2.25 2.39 0.48  0.241
H12 -1.12 3.29 0.14  0.299
O7 0.94 2.10 -1.18  -0.273
H13 2.23 1.53 -4.16  0.270
H14 3.76 1.86 -0.85  0.343
O8 -1.18 0.15 -3.06  -0.473
H15 -2.36 -0.79 0.38  0.220
H16 -1.87 -0.04 -2.40  0.296
O9 3.28 2.46 -0.27  -0.649
H17 -0.77 2.35 -3.50  0.318
H18 1.86 -2.13 1.16  0.323
O10 1.58 -1.91 -1.84  -0.582
H19 3.31 -1.20 2.64  0.314
O11 -3.98 -0.52 1.56  -0.657
H20 -4.37 -0.90 2.35  0.284
H21 0.55 2.14 -0.31  0.224
O12 1.30 1.61 -3.96  -0.549
H22 -1.37 -0.67 -3.54  0.268
H23 0.77 1.02 -4.50  0.270
O13 1.57 -3.03 1.28  -0.616
H24 1.66 2.74 -1.30  0.437
H25 0.62 -2.94 1.33  0.317
O14 2.67 -0.48 2.52  -0.686
H26 1.94 1.31 2.45  0.370
H27 -2.74 -2.65 3.08  0.270
O15 -1.90 -2.73 2.64  -0.646
H28 -1.69 -1.90 2.19  0.287
H29 -1.46 -3.53 1.16  0.415
H30 1.13 -2.76 -1.87  0.343
H31 0.93 -1.46 -1.29  0.220

---

x) 15 unconnected molecules or ions with the total composition H31O15. Source: the OMol25 dataset; level of theory: wB97M-V/def2-TZVPD.

Results
Kohn-Sham gap = 10.97 eV
Molar mass = 271.23 g mol⁻¹
Charge = +1
HOMO level = -13.74 eV

Last column: Mulliken charge in e.
Positions of all 46 atoms, in Å:
O1 0.76 1.36 -3.58  -0.594
H1 -0.10 1.98 -0.75  0.187
H2 1.05 -4.83 1.74  0.284
O2 0.66 -4.05 1.35  -0.601
H3 0.19 -0.88 -3.30  0.301
H4 0.23 1.28 3.08  0.470
O3 0.22 3.76 1.96  -0.633
H5 -4.05 1.35 -1.06  0.290
H6 0.63 -3.08 -2.66  0.279
O4 0.96 1.79 3.62  -0.346
H7 2.45 -0.81 2.27  0.332
H8 3.82 -0.79 -1.46  0.272
O5 -0.49 1.95 0.13  -0.405
H9 1.74 1.75 3.04  0.398
H10 -0.80 -0.13 -3.96  0.319
O6 2.85 2.36 -0.70  -0.579
H11 -0.41 3.71 1.24  0.321
H12 0.00 4.54 2.48  0.313
O7 -3.32 1.82 -0.62  -0.572
H13 2.76 1.38 -0.72  0.359
H14 -2.06 -1.42 0.53  0.254
O8 -0.04 -0.12 2.39  -0.639
H15 -3.29 2.58 -1.21  0.269
H16 -0.97 -2.22 -0.12  0.240
O9 3.30 -0.81 1.82  -0.591
H17 -1.42 1.69 0.03  0.325
H18 -4.24 -2.56 -1.16  0.336
O10 2.98 -0.41 -1.15  -0.563
H19 -0.98 0.06 2.44  0.288
O11 -0.60 -1.07 -3.80  -0.615
H20 0.15 -4.15 0.56  0.300
H21 2.32 -0.80 -1.74  0.277
O12 -1.15 -1.34 0.22  -0.449
H22 3.67 -1.61 1.45  0.272
H23 3.38 2.49 -1.50  0.265
O13 -3.97 -2.97 -0.33  -0.603
H24 1.09 2.09 -3.03  0.284
H25 -3.04 -2.72 -0.41  0.239
O14 0.66 -3.70 -1.94  -0.580
H26 1.35 1.25 -4.34  0.294
H27 -3.57 1.22 2.39  0.300
O15 -2.69 1.08 2.04  -0.613
H28 -2.76 0.45 1.31  0.218
H29 0.73 2.75 3.60  0.492
H30 0.41 -0.28 1.56  0.297
H31 1.56 -3.95 -1.72  0.313

---

Most stable structure, least stable structure: w), x).

---

w) A molecular structure, C19H19ClN6O8RuS3. Source: the OMol25 dataset; level of theory: wB97M-V/def2-TZVPD.

Results
Kohn-Sham gap (spin up / spin down) = 7.00 / 6.49 eV
Molar mass = 692.12 g mol⁻¹
Charge = -1
HOMO level (spin up / spin down) = -4.78 / -4.77 eV
Expectation value of S² = 0.756
Multiplicity = 2

Last column: Mulliken charge in e.
Positions of all 57 atoms, in Å:
Ru1 -0.71 -0.42 0.00  1.235
N1 -0.74 3.22 3.22  -0.609
C1 -0.69 2.24 2.24  0.564
S1 -2.25 1.51 2.05  -0.194
N2 0.48 2.11 1.68  -1.798
N3 0.64 1.10 0.81  1.546
C2 1.79 1.00 0.26  -0.801
C3 2.09 -0.12 -0.62  1.006
C4 3.37 -0.29 -1.13  -1.007
C5 3.64 -1.42 -1.89  -0.355
C6 2.63 -2.34 -2.11  -1.137
C7 1.38 -2.09 -1.59  -0.196
N4 1.11 -1.00 -0.87  0.671
H1 -1.40 3.06 3.96  0.229
H2 0.19 3.42 3.56  0.254
H3 2.57 1.72 0.49  0.275
H4 4.13 0.44 -0.92  0.445
H5 4.63 -1.57 -2.30  0.405
H6 2.80 -3.24 -2.69  0.429
H7 0.55 -2.77 -1.76  0.511
O1 -2.32 0.48 0.87  -0.332
S2 -1.89 -1.48 -1.70  1.677
O2 -1.18 -1.35 -2.97  -0.626
O3 -2.40 -2.82 -1.42  -0.843
C8 -3.37 -0.44 -1.84  -0.040
C9 -4.59 -1.10 -1.83  -0.708
C10 -5.78 -0.39 -1.92  -0.608
C11 -5.74 0.99 -2.00  -0.621
C12 -4.53 1.66 -1.99  -0.819
C13 -3.33 0.95 -1.92  0.236
S3 -1.86 1.98 -1.89  1.301
O4 -2.14 3.03 -0.95  -0.709
O5 -1.62 2.37 -3.26  -0.709
O6 -0.76 1.06 -1.44  -0.524
H8 -4.58 -2.18 -1.75  0.504
H9 -6.72 -0.91 -1.91  0.383
H10 -6.66 1.56 -2.06  0.368
H11 -4.49 2.74 -2.03  0.461
Cl1 3.15 0.48 4.02  -0.254
C14 2.37 -1.14 3.87  -0.708
C15 1.09 -1.02 3.01  0.445
O7 0.06 -0.68 3.58  -0.654
O8 1.25 -1.35 1.80  -0.607
H12 2.13 -1.46 4.88  0.380
H13 3.11 -1.79 3.40  0.272
C16 -3.96 -3.91 2.70  -0.922
N5 -2.71 -3.41 2.15  0.202
C17 -1.52 -4.10 2.06  -0.824
C18 -0.66 -3.26 1.42  -1.075
N6 -1.31 -2.10 1.13  1.247
C19 -2.54 -2.22 1.57  -0.870
H14 -3.75 -4.52 3.57  0.334
H15 -4.49 -4.51 1.96  0.297
H16 -4.58 -3.07 3.00  0.334
H17 -1.40 -5.08 2.47  0.466
H18 0.38 -3.40 1.18  0.556
H19 -3.30 -1.47 1.48  0.519

---

x) A molecular structure, C19H19ClN6O8RuS3. Source: the OMol25 dataset; level of theory: wB97M-V/def2-TZVPD.

Results
Kohn-Sham gap (spin up / spin down) = 6.40 / 6.38 eV
Molar mass = 692.12 g mol⁻¹
Charge = -1
HOMO level (spin up / spin down) = -4.26 / -4.28 eV
Expectation value of S² = 0.763
Multiplicity = 2

Last column: Mulliken charge in e.
Positions of all 57 atoms, in Å:
Ru1 1.04 1.00 -0.33  0.891
N1 4.71 1.59 1.80  -0.381
C1 3.68 1.54 0.92  0.562
S1 2.04 1.57 1.68  0.138
N2 3.94 1.44 -0.34  -1.705
N3 2.79 1.20 -1.06  1.446
C2 2.96 0.94 -2.32  -0.834
C3 1.78 0.65 -3.08  0.931
C4 1.78 0.37 -4.45  -1.068
C5 0.58 0.14 -5.09  -0.260
C6 -0.61 0.21 -4.36  -0.849
C7 -0.54 0.49 -3.01  -0.453
N4 0.63 0.67 -2.38  0.485
H1 4.49 1.81 2.75  0.229
H2 5.62 1.81 1.44  0.253
H3 3.95 0.96 -2.75  0.353
H4 2.72 0.35 -5.00  0.456
H5 0.56 -0.08 -6.15  0.397
H6 -1.57 0.06 -4.83  0.453
H7 -1.42 0.56 -2.38  0.472
O1 -1.12 -0.22 0.01  -0.272
S2 -1.99 0.69 0.80  1.578
O2 -1.21 1.45 1.74  -0.727
O3 -2.93 1.42 -0.02  -0.776
C8 -2.95 -0.47 1.75  -0.003
C9 -4.32 -0.53 1.59  -0.533
C10 -5.06 -1.49 2.27  -0.517
C11 -4.42 -2.40 3.11  -0.616
C12 -3.05 -2.33 3.29  -0.720
C13 -2.31 -1.38 2.60  -0.165
S3 -0.53 -1.27 2.95  1.042
O4 -0.17 -2.80 2.34  -0.418
O5 -0.47 -1.47 4.39  -0.771
O6 2.20 0.58 2.84  -0.736
H8 -4.79 0.18 0.93  0.533
H9 -6.14 -1.53 2.15  0.374
H10 -5.00 -3.14 3.65  0.376
H11 -2.54 -3.00 3.96  0.437
Cl1 0.87 6.78 -0.60  -0.240
C14 0.08 5.18 -0.49  -0.433
C15 1.06 4.01 -0.45  0.565
O7 2.26 4.13 -0.29  -0.651
O8 0.40 2.91 -0.59  -0.671
H12 -0.58 5.07 -1.34  0.271
H13 -0.51 5.15 0.42  0.258
C16 -0.95 -3.73 -0.30  -0.886
N5 0.23 -2.95 -0.01  0.194
C17 0.82 -2.89 1.30  0.027
C18 1.72 -1.71 1.13  -1.121
N6 1.52 -1.12 -0.09  0.253
C19 0.63 -1.88 -0.71  -0.409
H14 -0.79 -4.77 -0.04  0.301
H15 -1.16 -3.66 -1.37  0.346
H16 -1.81 -3.34 0.25  0.262
H17 1.32 -3.83 1.56  0.254
H18 2.33 -1.25 1.90  0.598
H19 0.23 -1.68 -1.69  0.478

---

Most stable structure, least stable structure: w), x).

---

w) A molecular structure, H2NO2S. Source: the OMol25 dataset; level of theory: wB97M-V/def2-TZVPD.

Results
Kohn-Sham gap (spin up / spin down) = 7.21 / 7.15 eV
Molar mass = 80.09 g mol⁻¹
Charge = -1
HOMO level (spin up / spin down) = -3.54 / -3.73 eV

Last column: Mulliken charge in e.
Positions of all 6 atoms, in Å:
N1 -1.40 -1.09 -0.76  -0.500
O1 0.85 0.96 -0.73  -0.514
O2 1.22 -0.70 0.96  -0.550
S1 0.25 0.21 0.34  0.364
H1 -0.94 -0.67 -1.53  0.172
H2 0.03 1.29 1.73  0.029

---

x) 2 unconnected molecules or ions with the total composition H2NO2S. Source: the OMol25 dataset; level of theory: wB97M-V/def2-TZVPD.

Results
Kohn-Sham gap (spin up / spin down) = 5.36 / 7.54 eV
Molar mass = 80.09 g mol⁻¹
Charge = -1
HOMO level (spin up / spin down) = -1.68 / -3.06 eV

Last column: Mulliken charge in e.
Positions of all 6 atoms, in Å:
N1 1.27 1.22 0.09  -0.258
O1 0.63 0.16 -0.18  -0.329
O2 -3.27 0.00 -0.37  -0.622
S1 -1.88 0.39 0.27  0.046
H1 1.85 1.56 -0.83  0.090
H2 -1.81 1.86 0.16  0.073

---

Most stable structure, least stable structure: x), w).

---

w) 4 unconnected molecules or ions with the total composition C3H16N2O3. Source: the OMol25 dataset; level of theory: wB97M-V/def2-TZVPD.

Results
Kohn-Sham gap = 10.51 eV
Molar mass = 128.17 g mol⁻¹
SMILES = CNCCN.O.O.O
HOMO level = -9.71 eV

Last column: Mulliken charge in e.
Positions of all 24 atoms, in Å:
N1 1.63 -0.35 -1.50  -0.579
C1 0.18 -0.28 -1.28  -0.610
C2 -0.28 -0.96 0.02  0.017
N2 -1.55 -0.36 0.67  -0.544
C3 -1.46 -1.14 1.96  -0.892
H1 1.88 -0.23 -2.48  0.228
H2 2.06 -1.25 -1.28  0.266
H3 -0.05 0.80 -1.17  0.195
H4 -0.38 -0.64 -2.16  0.380
H5 -0.53 -2.05 -0.08  0.322
H6 0.51 -0.79 0.74  -0.122
H7 -1.39 0.66 0.84  0.268
H8 -1.79 -2.13 1.69  0.326
H9 -0.45 -1.05 2.30  0.318
H10 -2.26 -0.79 2.60  0.355
H11 -3.54 0.04 -2.40  0.304
H12 -2.56 -0.13 -1.18  0.421
O1 -2.60 -0.05 -2.14  -0.643
H13 0.89 2.94 0.85  0.297
H14 1.69 1.78 1.50  0.365
O2 0.79 2.21 1.47  -0.644
H15 2.75 0.41 -0.18  0.477
H16 2.36 0.06 1.29  0.279
O3 3.00 0.54 0.75  -0.783

---

x) 4 unconnected molecules or ions with the total composition C3H16N2O3. Source: the OMol25 dataset; level of theory: wB97M-V/def2-TZVPD.

Results
Kohn-Sham gap = 9.39 eV
Molar mass = 128.17 g mol⁻¹
SMILES = C[C@H](N)CN.O.O.O
HOMO level = -8.61 eV

Last column: Mulliken charge in e.
Positions of all 24 atoms, in Å:
N1 -0.30 -1.47 -0.12  -0.443
C1 -0.31 -0.73 1.12  0.296
C2 0.74 -1.59 2.04  -1.286
C3 0.23 0.86 1.08  -0.382
N2 -0.84 1.78 0.67  -0.458
H1 -0.82 -1.16 -0.92  0.116
H2 -0.28 -2.40 0.10  0.172
H3 -1.34 -0.65 1.47  0.301
H4 0.34 -2.42 2.72  0.329
H5 1.64 -1.93 1.42  0.320
H6 1.12 -0.85 2.74  0.353
H7 0.85 0.56 0.23  0.040
H8 0.93 1.06 1.93  0.294
H9 -0.38 2.55 0.08  0.247
H10 -1.42 2.07 1.41  0.223
H11 3.21 0.14 -1.38  0.303
H12 2.03 0.52 -2.44  0.353
O1 2.34 0.68 -1.57  -0.670
H13 -1.98 0.80 -0.32  0.378
H14 -2.92 -0.25 -1.57  0.294
O2 -2.47 0.43 -1.07  -0.689
H15 -0.65 1.18 -2.85  0.367
H16 0.16 0.40 -1.84  0.308
O3 0.13 0.41 -2.90  -0.765

---

Most stable structure, least stable structure: w), x).

---

w) A molecular structure, C2H2F2O3. Source: the OMol25 dataset; level of theory: wB97M-V/def2-TZVPD.

Results
Kohn-Sham gap = 10.60 eV
Molar mass = 112.03 g mol⁻¹
HOMO level = -10.11 eV

Last column: Mulliken charge in e.
Positions of all 9 atoms, in Å:
C1 0.67 1.28 0.59  0.515
C2 -0.24 -0.33 -0.15  0.595
O1 1.76 1.18 1.00  -0.386
O2 -0.43 -1.37 0.65  -0.421
O3 0.55 -0.55 -1.26  -0.503
F1 -0.08 2.30 0.38  -0.171
F2 -1.42 0.25 -0.65  -0.291
H1 -1.05 -1.46 1.32  0.331
H2 0.23 -1.29 -1.88  0.331

---

x) 2 unconnected molecules or ions with the total composition C2H2F2O3. Source: the OMol25 dataset; level of theory: wB97M-V/def2-TZVPD.

Results
Kohn-Sham gap = 10.55 eV
Molar mass = 112.03 g mol⁻¹
HOMO level = -10.12 eV

Last column: Mulliken charge in e.
Positions of all 9 atoms, in Å:
C1 0.88 0.71 -1.25  0.720
C2 -0.49 -0.45 1.13  0.013
O1 0.74 -0.40 -0.95  -0.386
O2 0.48 1.82 -0.62  -0.390
O3 -0.18 -1.68 1.27  -0.259
F1 1.56 1.00 -2.34  -0.221
F2 -1.90 -0.27 1.21  -0.230
H1 -0.24 1.71 0.06  0.382
H2 -0.86 -2.47 1.47  0.370

---

Most stable structure, least stable structure: w), x).